Computed, not measured: a 2-piece molecular cluster, C4H12N3 overall, with ωB97M-V/def2-TZVPD.

The geometry in XYZ format:
```
19
C4H12N3 ωB97M-V/def2-TZVPD
C -1.787 -3.807 0.095
C 1.729 3.131 0.267
C 1.174 1.746 0.649
C -0.179 -0.110 -0.350
N -0.823 -2.955 -0.101
N -1.184 -0.600 -0.945
N 0.148 1.135 -0.328
H -1.872 -4.588 0.763
H -2.646 -3.424 -0.498
H 2.115 3.082 -0.752
H 0.886 3.785 0.268
H 2.538 3.415 0.932
H 0.691 1.881 1.589
H 2.078 1.051 0.862
H 0.582 -0.799 0.183
H -1.200 -1.716 -0.881
H -1.931 0.000 -1.370
H 0.054 -3.073 0.488
H -0.374 1.845 -0.871
```

As for the multiplicity: 1. The calculation puts the HOMO-LUMO gap at 0.4161 Eh. As for the total energy: -8805.45166 eV. The maximum force is 5.53 eV/A. As for the lowest unoccupied orbital energy: -0.10923 Eh. The value obtained for the energy above the lowest of the compared OMol25 structures with the same formula, charge and spin is 2.283 eV. The net charge is +1.


Computed, not measured: a 2-piece molecular cluster, C2H5N3O3 overall, with ωB97M-V/def2-TZVPD.

The geometry in XYZ format:
```
13
C2H5N3O3 ωB97M-V/def2-TZVPD
C -0.976 0.803 0.019
C 1.264 0.311 -0.085
H -3.858 -0.496 0.438
H -0.675 1.813 -0.186
H -1.357 -1.060 0.454
H 1.395 1.456 -0.123
H 4.077 -0.817 -0.616
N -2.271 0.676 -0.040
N -0.026 -0.002 -0.011
N 2.170 -0.574 -0.085
O -2.854 -0.721 0.054
O -0.380 -1.387 -0.078
O 3.491 -0.002 0.261
```

As for the multiplicity: 1. The calculation puts the HOMO-LUMO gap at 0.3311 Eh. As for the total energy: -12758.38415 eV. The maximum force is 7.09 eV/A. As for the lowest unoccupied orbital energy: 0.01115 Eh. The value obtained for the energy above the lowest of the compared OMol25 structures with the same formula, charge and spin is 9.217 eV.


Computed, not measured: C29H29As2BiF6N5O4S2 as an isolated structure, with ωB97M-V/def2-TZVPD.

The geometry in XYZ format:
```
78
C29H29As2BiF6N5O4S2 ωB97M-V/def2-TZVPD
Bi 0.679 -0.106 0.146
C 0.623 -1.348 5.727
C 0.119 -1.910 4.565
C -0.042 -1.138 3.424
C 0.305 0.209 3.422
C 0.832 0.769 4.587
C 0.979 -0.005 5.728
N 0.233 0.926 2.194
C 0.148 2.262 2.119
C -0.492 3.089 3.092
C -0.518 4.444 2.949
C 0.089 5.099 1.841
C 0.705 4.359 0.886
C 0.731 2.947 0.999
N 1.457 2.142 0.164
N 2.356 2.605 -0.574
C 3.217 1.604 -1.103
C 4.360 2.014 -1.763
C 5.289 1.052 -2.123
C 5.042 -0.285 -1.842
C 3.850 -0.614 -1.220
N 2.964 0.319 -0.864
H 0.752 -1.950 6.616
H -0.152 -2.959 4.535
H -0.473 -1.588 2.539
H 1.169 1.798 4.594
H 1.398 0.444 6.620
H -0.987 2.611 3.926
H -1.032 5.040 3.693
H 0.041 6.176 1.757
H 1.168 4.816 0.021
H 4.511 3.067 -1.960
H 6.209 1.344 -2.611
H 5.752 -1.057 -2.102
H 3.578 -1.643 -1.008
C 0.227 1.139 -4.335
As 0.259 -0.147 -2.878
C 1.067 -1.628 -3.827
C -1.647 -0.529 -2.850
C -2.214 -1.352 -3.817
C -3.582 -1.560 -3.851
C -4.400 -0.927 -2.927
C -3.849 -0.102 -1.959
C -2.473 0.095 -1.905
As -1.695 1.223 -0.524
C -1.837 2.929 -1.416
C -2.966 1.402 0.911
H -0.348 0.680 -5.136
H 1.244 1.338 -4.668
H -0.241 2.071 -4.031
H 0.616 -1.722 -4.813
H 0.958 -2.550 -3.261
H 2.125 -1.395 -3.942
H -1.585 -1.851 -4.543
H -4.010 -2.216 -4.596
H -5.471 -1.079 -2.954
H -4.505 0.379 -1.247
H -2.890 3.043 -1.664
H -1.245 2.925 -2.327
H -1.508 3.736 -0.764
H -3.964 1.148 0.564
H -2.939 2.436 1.246
H -2.685 0.733 1.722
F -3.034 -2.816 2.476
C -2.959 -3.545 1.367
F -4.097 -3.434 0.693
F -2.746 -4.807 1.686
S -1.609 -2.898 0.275
O -1.598 -1.459 0.558
O -1.918 -3.277 -1.072
N -0.334 -3.576 0.895
S 0.906 -3.744 -0.088
O 1.234 -2.469 -0.735
O 0.931 -4.912 -0.904
C 2.229 -3.933 1.191
F 3.267 -4.540 0.633
F 1.814 -4.627 2.236
F 2.613 -2.718 1.609
```

As for the multiplicity: 1. The calculation puts the HOMO-LUMO gap at 0.2056 Eh. As for the total energy: -211668.93809 eV. The maximum force is 0.94 eV/A. As for the lowest unoccupied orbital energy: -0.16540 Eh. The value obtained for the energy above the lowest of the compared OMol25 structures with the same formula, charge and spin is 0.474 eV. The net charge is +1.


Computed, not measured: a 2-piece molecular cluster, C2H2ClNO3 overall, with ωB97M-V/def2-TZVPD.

The geometry in XYZ format:
```
9
C2H2ClNO3 ωB97M-V/def2-TZVPD
O -1.029 1.226 0.736
N 0.115 1.571 0.785
C 1.084 1.176 -0.208
Cl 0.613 -0.010 -1.547
H 1.471 1.866 -0.798
H 1.902 0.654 0.379
O -0.661 -2.144 1.103
C -1.420 -2.137 0.244
O -2.075 -2.203 -0.694
```

As for the multiplicity: 1. The calculation puts the HOMO-LUMO gap at 0.3422 Eh. As for the total energy: -22259.16008 eV. The maximum force is 6.01 eV/A. As for the lowest unoccupied orbital energy: -0.02349 Eh. The value obtained for the energy above the lowest of the compared OMol25 structures with the same formula, charge and spin is 0.000 eV. As for the structure (SMILES): O=NCCl.O=C=O.


Computed, not measured: one molecule with the formula C5H7N3, with ωB97M-V/def2-TZVPD.

The geometry in XYZ format:
```
15
C5H7N3 ωB97M-V/def2-TZVPD
H 1.429 0.758 -3.610
N 1.286 0.664 -2.633
N 0.250 0.312 -2.179
C 0.405 -0.141 -0.435
C 1.423 -0.798 0.136
C 1.095 -0.917 1.522
C -0.133 -0.341 1.735
N -0.591 0.128 0.539
C -1.823 0.694 0.160
H 2.308 -1.233 -0.360
H 1.558 -1.432 2.259
H -0.765 -0.298 2.641
H -2.600 -0.113 0.240
H -2.069 1.556 0.850
H -1.773 1.161 -0.866
```

As for the multiplicity: 1. The calculation puts the HOMO-LUMO gap at 0.3399 Eh. As for the total energy: -9765.04443 eV. The maximum force is 4.13 eV/A. As for the lowest unoccupied orbital energy: 0.03415 Eh. The value obtained for the energy above the lowest of the compared OMol25 structures with the same formula, charge and spin is 4.343 eV. As for the structure (SMILES): [H]/N=N/c1cccn1C.


Computed, not measured: a 6-piece molecular cluster, C24H57Cl6N3 overall, with ωB97M-V/def2-TZVPD.

The geometry in XYZ format:
```
90
C24H57Cl6N3 ωB97M-V/def2-TZVPD
C 4.393 3.926 -2.233
C 3.028 3.713 -1.700
N 2.910 2.527 -0.707
C 1.985 2.678 0.235
C 0.638 3.124 -0.199
C 2.713 1.374 -1.547
C 2.861 0.091 -0.829
H 5.091 3.826 -1.372
H 4.620 4.878 -2.525
H 4.705 3.208 -3.064
H 2.144 3.805 -2.486
H 2.839 4.480 -1.134
H 2.272 3.568 0.664
H 2.184 1.886 0.982
H 0.315 3.617 -1.106
H 0.268 3.622 0.747
H 0.111 2.229 -0.299
H 3.216 1.443 -2.463
H 1.747 1.237 -2.026
H 3.865 -0.061 -0.939
H 2.482 -0.735 -1.518
H 2.706 0.181 0.257
C -4.277 0.425 -0.264
C -4.191 -0.096 -1.752
N -5.513 0.019 -2.529
C -5.457 0.309 -3.829
C -4.478 -0.100 -4.690
C -6.352 -1.078 -2.067
C -7.838 -0.791 -2.512
H -5.276 0.011 0.241
H -4.318 1.505 -0.210
H -3.368 0.087 0.326
H -3.707 -1.152 -1.674
H -3.352 0.396 -2.224
H -5.243 1.173 -3.737
H -6.438 0.450 -4.456
H -3.601 -0.513 -4.293
H -4.319 0.659 -5.523
H -4.818 -1.222 -4.980
H -6.176 -1.186 -1.066
H -6.180 -2.063 -2.539
H -8.064 0.263 -2.481
H -8.493 -1.571 -2.212
H -7.798 -0.792 -3.651
C 3.476 1.070 3.437
C 2.772 0.639 4.718
N 1.258 0.866 4.775
C 0.483 -0.035 5.633
C 0.965 -0.254 6.936
C 1.061 2.233 5.116
C -0.491 2.556 4.737
H 2.810 0.718 2.723
H 4.513 1.021 3.535
H 3.484 2.173 3.433
H 3.364 0.888 5.523
H 2.684 -0.580 4.639
H 0.549 -0.924 4.986
H -0.393 0.126 5.576
H 1.949 -0.294 7.192
H 0.264 -1.099 7.231
H 0.553 0.464 7.629
H 1.744 2.677 4.403
H 1.519 2.494 6.055
H -1.023 2.458 5.637
H -0.704 1.978 3.833
H -0.731 3.583 4.592
Cl -0.571 -0.891 -1.145
C -0.839 -1.144 0.640
C 0.346 -2.139 0.984
Cl 0.262 -2.250 2.797
H -1.781 -1.610 1.001
H -0.630 0.011 1.085
H 1.280 -1.707 0.572
H 0.244 -3.130 0.440
Cl 0.428 -2.739 -6.942
C 0.219 -1.706 -5.512
C -1.025 -2.117 -4.711
Cl -0.778 -3.838 -3.948
H 0.122 -0.600 -5.961
H 1.037 -1.887 -4.898
H -2.069 -2.237 -5.124
H -1.394 -1.503 -3.784
Cl 5.101 -5.008 -1.848
C 5.016 -5.848 -0.308
C 4.565 -5.041 0.816
Cl 2.857 -4.356 0.632
H 6.014 -6.192 -0.134
H 4.252 -6.652 -0.405
H 5.103 -4.013 0.959
H 4.303 -5.507 1.836
```

As for the multiplicity: 1. The calculation puts the HOMO-LUMO gap at 0.3185 Eh. As for the total energy: -105403.73839 eV. The maximum force is 13.25 eV/A. As for the lowest unoccupied orbital energy: 0.02002 Eh. The value obtained for the energy above the lowest of the compared OMol25 structures with the same formula, charge and spin is 0.077 eV. As for the structure (SMILES): CCN(CC)CC.CCN(CC)CC.CCN(CC)CC.ClCCCl.ClCCCl.ClCCCl.


Computed, not measured: C30H46BiN7OS3 as an isolated structure, with ωB97M-V/def2-TZVPD.

The geometry in XYZ format:
```
88
C30H46BiN7OS3 ωB97M-V/def2-TZVPD
Bi -0.213 -0.265 -0.723
C -1.587 -3.948 -1.987
C -0.550 -3.794 -3.108
S 0.584 -2.271 -2.735
C 0.660 -1.617 -4.436
C -0.617 -0.806 -4.760
S -1.212 0.271 -3.367
C -2.943 -0.364 -3.265
C -3.172 -1.837 -2.852
S -2.226 -2.356 -1.382
H -2.432 -4.561 -2.307
H -1.137 -4.440 -1.123
H 0.085 -4.678 -3.174
H -1.072 -3.687 -4.062
H 1.535 -0.974 -4.495
H 0.791 -2.427 -5.155
H -0.463 -0.152 -5.618
H -1.409 -1.513 -5.004
H -3.440 0.291 -2.554
H -3.411 -0.205 -4.238
H -4.233 -1.979 -2.643
H -2.913 -2.494 -3.681
C -0.485 2.483 1.473
N -0.820 1.691 2.628
C -0.296 2.182 3.887
C -0.672 1.066 4.843
N -0.758 -0.079 3.959
C -1.249 -1.310 4.542
C -0.922 0.339 2.640
N -1.082 -0.373 1.570
C -1.045 -1.842 1.589
C 0.416 -2.365 1.492
N 1.086 -1.976 0.211
C 2.371 -2.178 -0.005
N 3.077 -1.793 -1.141
C 2.745 -0.760 -2.076
C 4.508 -1.973 -0.910
C 4.548 -3.000 0.201
N 3.267 -2.825 0.847
C 2.902 -3.847 1.807
H -0.539 3.542 1.656
H -1.696 2.231 0.513
H 0.672 2.216 1.128
H -0.754 3.130 4.168
H 0.791 2.315 3.824
H -1.643 1.261 5.315
H 0.077 0.918 5.620
H -1.096 -1.263 5.619
H -0.701 -2.177 4.181
H -2.319 -1.457 4.360
H -1.599 -2.228 0.758
H -1.556 -2.256 2.450
H 0.375 -3.453 1.563
H 0.970 -1.958 2.343
H 1.567 -0.959 -2.515
H 3.368 -0.720 -2.963
H 2.958 0.610 -1.338
H 4.955 -1.028 -0.588
H 5.014 -2.322 -1.808
H 5.373 -2.833 0.893
H 4.628 -4.014 -0.212
H 3.815 -4.297 2.192
H 2.299 -4.642 1.353
H 2.364 -3.438 2.657
O 1.865 0.402 -1.440
C -5.269 4.051 0.285
C -4.933 3.163 -0.703
C -3.628 2.690 -0.807
C -2.557 3.038 0.018
C -2.962 3.972 1.051
C -4.253 4.449 1.149
N -0.302 2.141 -0.201
C 1.092 2.949 0.060
C 1.384 4.197 -0.418
C 2.617 4.849 -0.184
C 3.619 4.252 0.501
C 3.417 2.940 0.982
C 2.240 2.294 0.793
H -6.277 4.429 0.388
H -5.682 2.821 -1.410
H -3.407 2.004 -1.618
H -2.276 4.361 1.792
H -4.482 5.154 1.944
H 0.627 4.701 -1.008
H 2.757 5.845 -0.586
H 4.561 4.758 0.664
H 4.214 2.437 1.519
H 2.099 1.288 1.175
```

As for the multiplicity: 1. The calculation puts the HOMO-LUMO gap at 0.1457 Eh. As for the total energy: -82661.81630 eV. The maximum force is 6.09 eV/A. As for the lowest unoccupied orbital energy: 0.01202 Eh. The value obtained for the energy above the lowest of the compared OMol25 structures with the same formula, charge and spin is 17.732 eV.


Computed, not measured: a 2-piece molecular cluster, C8H12N2S overall, with ωB97M-V/def2-TZVPD.

The geometry in XYZ format:
```
23
C8H12N2S ωB97M-V/def2-TZVPD
C -1.247 -2.482 0.270
C -1.154 -2.042 -1.026
C -0.417 -1.876 1.245
C -2.286 1.413 -0.104
C -0.283 -1.001 -1.280
C 0.540 -0.457 -0.339
C 2.466 0.888 0.662
C 1.651 0.439 -0.609
N 0.477 -0.930 0.952
N -2.661 2.723 -0.013
S -3.550 0.273 0.324
H -2.033 -3.277 0.540
H -1.933 -2.218 -1.702
H -0.543 -2.273 2.302
H -0.318 -0.605 -2.200
H -2.528 -0.774 0.352
H 3.399 1.396 0.425
H 2.716 -0.028 1.148
H 1.714 1.464 1.235
H 2.228 -0.131 -1.258
H 1.295 1.326 -1.171
H -1.878 3.337 0.025
H -3.577 3.087 -0.140
```

As for the multiplicity: 1. The calculation puts the HOMO-LUMO gap at 0.3255 Eh. As for the total energy: -22303.03098 eV. The maximum force is 4.00 eV/A. As for the lowest unoccupied orbital energy: 0.02872 Eh. The value obtained for the energy above the lowest of the compared OMol25 structures with the same formula, charge and spin is 2.828 eV.